Below is a molecular structure, C35H46F10N3O5PTc, with properties calculated with ωB97M-V with the def2-TZVPD basis set.

```
101
Properties=species:S:1:pos:R:3:forces:R:3
Tc 0.0935 1.2357 0.1763 -0.037 0.188 0.838
C 2.5796 2.8470 1.7052 -0.038 -0.010 0.020
N 1.3043 3.1438 1.0220 -0.064 -0.260 -0.421
C 1.5917 3.9155 -0.2142 0.093 0.108 0.038
C 2.0217 2.9775 -1.3119 -0.202 -0.147 -0.084
N 0.9190 2.0419 -1.4889 0.166 0.011 -0.399
C 0.5695 1.6959 -2.7897 -0.062 0.129 0.233
C -0.7630 1.7765 -3.2048 0.019 0.078 0.118
F -1.6883 2.2140 -2.3419 -0.015 -0.031 0.031
C -1.1568 1.4838 -4.4904 -0.098 -0.010 -0.061
F -2.4314 1.6414 -4.8601 0.014 -0.054 -0.001
C -0.2246 1.0674 -5.4238 -0.077 0.002 -0.056
F -0.6048 0.7677 -6.6673 0.001 0.001 -0.025
C 1.0992 0.9755 -5.0533 0.162 -0.069 0.011
F 2.0132 0.5589 -5.9356 -0.008 0.017 0.009
C 1.4772 1.2883 -3.7593 0.097 -0.113 -0.052
F 2.7757 1.1514 -3.4334 0.011 0.044 -0.007
C 0.4553 3.9725 1.8927 -0.029 0.034 0.098
C 0.2638 3.4276 3.3032 0.033 -0.120 0.034
N 0.0403 1.9853 3.2965 0.143 0.084 -0.133
C 0.3475 1.1761 4.3877 -0.221 0.205 0.003
C 0.2722 1.6384 5.7046 -0.129 0.100 0.022
F -0.1813 2.8764 5.9622 0.030 0.019 -0.080
C 0.5829 0.8489 6.7949 0.014 0.092 0.082
F 0.4834 1.3547 8.0236 0.000 -0.011 -0.020
C 0.9603 -0.4656 6.6181 -0.001 -0.059 0.029
F 1.2565 -1.2344 7.6631 0.007 -0.008 -0.003
C 1.0207 -0.9654 5.3329 0.032 -0.069 -0.086
F 1.3989 -2.2254 5.1282 -0.002 -0.010 0.002
C 0.7323 -0.1586 4.2469 0.083 -0.130 -0.102
F 0.8622 -0.7058 3.0339 -0.016 0.070 0.002
H 3.0608 3.7850 2.0061 -0.022 0.002 0.028
H 3.2345 2.2899 1.0461 -0.016 0.030 -0.032
H 2.4042 2.2314 2.5847 -0.031 -0.013 -0.024
H 2.3457 4.6866 -0.0117 -0.008 -0.011 0.101
H 0.6667 4.4031 -0.5235 -0.010 0.021 0.006
H 2.9560 2.4780 -1.0404 0.065 -0.005 -0.058
H 2.2172 3.5527 -2.2201 -0.028 0.000 -0.047
H -0.5073 4.0932 1.3975 -0.027 -0.013 -0.024
H 0.9063 4.9670 1.9969 -0.022 0.046 -0.019
H -0.5879 3.9563 3.7375 0.010 0.037 0.051
H 1.1337 3.6510 3.9179 0.078 -0.029 0.050
C -4.1867 -2.4382 -1.8371 0.073 -0.011 0.064
C -3.5690 -1.3666 -2.7287 0.014 -0.136 -0.128
C -4.5270 -0.2006 -2.9151 0.031 0.091 -0.031
C -3.1797 -1.9687 -4.0751 -0.016 -0.045 0.074
O -2.3731 -0.7710 -2.1354 -0.055 0.228 0.119
P -1.2721 -1.5171 -1.2701 0.170 -0.129 -0.221
O -1.7954 -2.3275 -0.1597 0.041 -0.060 0.011
O -0.2451 -0.4256 -0.9046 -0.142 0.164 -0.097
O -0.6022 -2.3928 -2.4271 0.047 -0.071 0.079
C 0.4966 -3.3257 -2.3000 0.060 0.012 0.032
C 0.4420 -4.1211 -1.0009 -0.051 0.056 0.013
C 0.3518 -4.2491 -3.4962 -0.030 -0.045 -0.058
C 1.7807 -2.5182 -2.3811 0.068 0.011 0.002
H -5.1338 -2.7462 -2.2817 -0.016 -0.010 -0.006
H -4.3679 -2.0686 -0.8275 -0.037 -0.028 -0.101
H -3.5365 -3.3099 -1.7554 -0.040 0.039 0.002
H -5.5001 -0.5697 -3.2440 0.027 0.014 -0.021
H -4.1446 0.4956 -3.6645 -0.034 -0.055 0.109
H -4.6554 0.3391 -1.9763 -0.028 -0.044 0.020
H -4.0586 -2.4121 -4.5477 -0.003 0.027 0.005
H -2.4238 -2.7414 -3.9378 -0.065 0.020 -0.045
H -2.7805 -1.2035 -4.7391 0.042 0.068 -0.026
H -0.5318 -4.5929 -0.8727 0.024 -0.002 -0.015
H 0.6131 -3.4809 -0.1340 -0.007 -0.022 -0.022
H 1.2147 -4.8922 -1.0306 -0.005 0.016 0.012
H -0.5934 -4.7928 -3.4406 0.038 0.002 -0.002
H 1.1705 -4.9709 -3.5160 -0.021 0.016 -0.016
H 0.3687 -3.6724 -4.4227 -0.006 -0.014 0.019
H 1.7874 -1.7965 -1.5660 0.107 0.065 0.044
H 1.8365 -1.9769 -3.3287 -0.006 -0.013 0.033
H 2.6502 -3.1744 -2.2951 -0.008 0.025 -0.013
C -2.5637 -1.1983 2.5794 0.100 -0.042 0.058
C -2.8050 0.2290 2.0666 -0.030 -0.058 -0.244
C -3.3621 1.0883 3.2096 0.007 0.064 -0.043
C -3.7865 0.2014 0.8963 0.006 -0.037 -0.048
C -1.4919 0.8183 1.6362 0.205 -0.112 -0.074
C -0.5223 1.4624 2.1384 -0.060 -0.291 0.272
H -3.5122 -1.6158 2.9310 0.029 0.020 -0.019
H -1.8657 -1.1928 3.4221 -0.048 0.035 0.027
H -2.1607 -1.8372 1.7928 -0.093 0.101 0.098
H -4.3387 0.7075 3.5211 0.054 0.001 -0.013
H -3.4861 2.1283 2.8958 -0.006 -0.026 0.017
H -2.6968 1.0640 4.0772 -0.007 0.021 -0.027
H -4.7567 -0.1781 1.2288 0.016 0.004 -0.016
H -3.4060 -0.4505 0.1095 -0.084 0.128 0.136
H -3.9302 1.2013 0.4779 -0.009 -0.002 0.033
C 4.9265 -1.1138 1.2331 0.033 -0.001 -0.021
C 4.8814 -1.1764 -0.2934 0.007 -0.021 0.018
C 3.9510 -0.0183 -0.6279 0.053 -0.010 0.174
O 3.0788 0.1401 0.5088 -0.110 -0.111 -0.089
C 3.4876 -0.7545 1.5527 0.022 -0.010 -0.074
H 5.5996 -0.3171 1.5601 -0.003 -0.019 0.007
H 5.2380 -2.0460 1.7025 0.005 0.003 -0.018
H 4.4472 -2.1235 -0.6233 0.007 0.039 0.023
H 5.8584 -1.0635 -0.7605 0.000 -0.023 -0.012
H 3.3536 -0.1829 -1.5150 -0.143 -0.036 -0.130
H 4.5147 0.9095 -0.7656 0.039 0.044 0.031
H 2.8534 -1.6449 1.5393 -0.059 0.004 0.028
H 3.3584 -0.2490 2.5103 0.002 0.021 -0.008
```
Positions in Å, forces in eV/Å.

The frontier orbital gap (alpha / beta) is 7.602 / 7.835 eV. As for the LUMO energy (alpha / beta): 0.16 / -0.31 eV. The value obtained for the total energy is -90411.60499 eV. As for the spin multiplicity: 4.

=====

Below is 7 unconnected molecules or ions with the total composition C35H46F17O9PS6 at a distorted geometry, with properties calculated with ωB97M-V with the def2-TZVPD basis set.

```
114
Properties=species:S:1:pos:R:3:forces:R:3
C 5.8343 -2.9985 1.6595 0.974 0.132 -0.510
P 7.4289 -2.5557 0.8198 0.917 -1.037 -0.179
O 8.2162 -1.4598 1.7790 -0.728 -0.590 -0.067
C 6.8542 -1.7090 -0.7292 -0.256 0.627 2.333
C 7.3436 -2.2235 -1.8811 1.181 -1.489 -0.631
C 7.0069 -1.7418 -3.1124 -0.186 0.125 -1.116
C 6.1344 -0.6959 -3.1877 -0.124 0.243 -1.065
C 5.6256 -0.1708 -2.0396 -1.197 1.567 0.245
C 5.9721 -0.6401 -0.7971 0.072 -0.085 0.723
C 5.3907 -0.0006 0.4284 0.445 -0.072 0.656
O 5.9756 0.0531 1.4965 -0.750 0.120 -1.004
C 4.0064 0.5311 0.2498 1.384 -0.255 -0.575
C 3.1134 0.5905 1.2663 0.564 -0.245 1.533
C 1.8544 1.0350 1.0454 -1.502 0.321 0.837
C 1.4572 1.4374 -0.2046 -0.508 -0.131 -0.662
C 0.0594 1.9008 -0.5270 0.459 0.476 0.864
F -0.0918 3.1440 -0.0018 -0.279 0.072 0.240
F -0.1686 2.0265 -1.8425 -0.052 -0.306 -0.434
C -1.0735 1.0359 0.0736 -0.135 0.362 -0.406
F -0.9249 0.9871 1.4055 0.025 -0.401 0.250
F -2.2328 1.6705 -0.1461 -0.246 0.117 -0.160
C -1.2043 -0.3834 -0.5930 -0.292 0.360 -0.406
F -2.2211 -0.3100 -1.4720 -0.258 -0.090 0.022
F -0.1189 -0.6826 -1.3236 0.480 -0.172 0.345
C -1.5500 -1.5089 0.3910 -0.569 0.155 0.267
F -0.5970 -1.6847 1.3122 0.529 -0.097 -0.216
F -2.6557 -1.1003 1.0507 -0.239 0.058 -0.102
C -1.9175 -2.8975 -0.2101 0.459 -0.427 0.611
F -3.0615 -2.8765 -0.8903 -0.120 0.352 -0.461
F -2.1608 -3.6603 0.8783 0.192 -0.043 0.248
C -0.8137 -3.6384 -1.0435 -0.101 -0.296 -0.283
F -0.8789 -4.9295 -0.6918 -0.130 -0.324 -0.016
F 0.4355 -3.2437 -0.7502 -0.122 0.579 0.202
C -1.0296 -3.5896 -2.5978 0.908 -0.611 0.152
F -1.5565 -2.4520 -3.0369 -0.080 0.273 0.042
F -1.8365 -4.6144 -2.9035 -0.495 -0.002 -0.183
C 0.3074 -3.8560 -3.3640 -0.525 -0.020 -0.750
F 0.0133 -4.1283 -4.6428 -0.174 0.135 0.014
F 1.0980 -2.7946 -3.3575 0.179 -0.034 0.334
F 0.9097 -4.9280 -2.8742 0.338 0.056 0.348
C 2.3747 1.4174 -1.2183 -0.552 0.593 -1.242
C 3.6388 0.9691 -1.0000 0.928 -0.084 -0.705
C 4.6353 0.9471 -2.1217 -0.219 0.630 -0.389
O 4.5959 1.7794 -3.0138 0.058 -0.940 0.534
H 6.0769 -3.1843 2.7053 -0.101 0.226 -0.033
H 5.5578 -3.9635 1.2428 -0.162 -0.056 -0.288
H 5.0448 -2.2615 1.5472 0.005 -0.139 0.078
H 7.6390 -1.2538 2.5263 -0.022 0.606 -0.008
H 8.0236 -3.0631 -1.8464 0.100 -0.098 0.235
H 7.3787 -2.1691 -4.0301 0.221 -0.190 0.026
H 5.8025 -0.2756 -4.1246 0.088 0.030 -0.166
H 3.3917 0.2607 2.2580 0.056 0.251 -0.321
H 1.1666 1.0685 1.8754 0.013 0.013 0.043
H 2.1059 1.7546 -2.2090 0.002 0.014 -0.072
C -3.9231 3.8654 0.9357 -0.368 -0.040 0.067
S -2.7640 5.2292 0.9170 0.395 0.144 -0.103
O -2.5319 5.6274 2.3357 -0.228 0.006 0.064
C -3.8793 6.4427 0.2074 -0.314 0.037 0.069
H -3.4212 3.0142 1.3851 0.030 0.026 0.029
H -4.8099 4.1165 1.5203 0.046 0.105 0.010
H -4.2070 3.6241 -0.0889 0.048 -0.026 -0.008
H -4.7571 6.5527 0.8479 0.029 -0.060 0.040
H -4.1743 6.1227 -0.7912 0.079 0.000 -0.023
H -3.3523 7.3903 0.1400 0.132 -0.078 -0.009
C -2.0079 8.2457 -3.9382 -0.118 0.036 -0.055
S -0.8721 8.0141 -2.5638 0.148 0.025 -0.052
O -1.4001 6.8942 -1.7418 -0.143 0.033 0.007
C -1.2917 9.5411 -1.7124 -0.079 0.085 0.046
H -1.9376 7.3722 -4.5830 0.053 -0.023 0.041
H -3.0270 8.3431 -3.5626 0.024 -0.013 0.053
H -1.7233 9.1359 -4.4992 0.031 -0.008 0.009
H -2.3575 9.5544 -1.4823 -0.001 -0.047 -0.025
H -1.0289 10.3916 -2.3414 0.022 -0.017 -0.009
H -0.7172 9.5806 -0.7892 0.032 -0.062 -0.021
C -0.4825 -7.3682 1.9378 -0.105 -0.091 0.000
S 0.6614 -6.0782 2.4429 -0.034 0.137 -0.118
O 1.8844 -6.7443 2.9565 -0.013 0.003 0.081
C -0.2924 -5.5302 3.8669 -0.100 -0.040 0.086
H -0.0584 -7.8734 1.0725 0.054 0.046 0.003
H -0.6146 -8.0819 2.7511 0.054 0.027 0.027
H -1.4384 -6.9197 1.6655 0.025 0.035 -0.013
H -0.4389 -6.3631 4.5547 0.047 -0.023 -0.023
H -1.2541 -5.1408 3.5312 0.020 0.015 -0.032
H 0.2656 -4.7396 4.3650 0.044 -0.009 -0.038
C -5.3023 7.8317 4.3996 0.110 -0.086 0.065
S -6.9671 7.5736 3.7744 0.093 -0.024 -0.109
O -7.8454 8.5914 4.4051 0.004 -0.018 0.063
C -7.2517 6.0177 4.6299 0.010 -0.103 0.089
H -4.9429 8.7836 4.0144 -0.058 0.006 -0.035
H -5.3199 7.8599 5.4893 -0.071 0.015 -0.005
H -4.6501 7.0289 4.0494 -0.002 0.025 -0.052
H -7.1435 6.1642 5.7047 0.002 0.058 -0.012
H -6.5386 5.2731 4.2745 0.012 0.027 -0.021
H -8.2644 5.6891 4.4052 -0.007 0.062 -0.036
C -2.8034 -5.9130 -5.9436 0.062 0.166 -0.040
S -3.9302 -7.2436 -6.3812 0.006 -0.094 0.119
O -3.9071 -7.3689 -7.8591 -0.013 0.077 -0.023
C -5.4362 -6.3631 -5.9432 -0.079 0.114 0.021
H -1.7930 -6.2388 -6.1825 -0.023 -0.054 -0.017
H -3.0474 -5.0244 -6.5270 -0.022 -0.036 -0.041
H -2.8713 -5.6935 -4.8791 -0.043 -0.077 0.009
H -5.5043 -5.4408 -6.5207 0.045 -0.025 -0.035
H -5.4311 -6.1436 -4.8752 0.018 -0.028 0.003
H -6.2824 -7.0051 -6.1785 0.047 -0.048 -0.021
C 3.4957 -3.2530 3.6652 -0.167 -0.224 0.003
S 3.8187 -1.4868 3.7342 0.069 -0.476 0.549
O 5.2859 -1.3120 3.8792 -0.080 0.129 0.472
C 3.0848 -1.2193 5.3534 -0.036 0.001 0.120
H 3.9133 -3.6398 2.7378 -0.230 0.019 0.194
H 3.9681 -3.7509 4.5117 0.026 0.048 0.033
H 2.4195 -3.4264 3.6764 -0.017 0.049 0.017
H 3.5867 -1.8451 6.0914 0.044 -0.009 -0.053
H 2.0212 -1.4562 5.3137 0.000 0.003 -0.039
H 3.2140 -0.1709 5.6141 0.035 0.017 -0.054
```
Positions in Å, forces in eV/Å.

The frontier orbital gap is 7.128 eV. As for the LUMO energy: -0.99 eV. The value obtained for the total energy is -175961.36145 eV.

=====

Below is a molecular structure, C35H46FeN6O3P2 at a distorted geometry, with properties calculated with ωB97M-V with the def2-TZVPD basis set.

```
93
Properties=species:S:1:pos:R:3:forces:R:3
Fe -0.7027 -3.3629 -1.6894 0.450 2.148 1.996
C -1.2996 2.0837 -1.0752 -0.694 -0.600 -0.932
C -1.5735 1.3469 -2.1660 -0.072 -0.125 0.886
C -0.8220 1.2117 -3.4541 0.351 -0.484 -0.894
C 0.4575 0.3325 -3.5439 0.136 0.786 -0.662
C 1.7178 0.8487 -2.8907 0.072 -0.685 0.271
C 1.7924 1.8382 -1.9917 0.476 -0.333 -0.401
C 0.9168 3.0519 -1.9394 -0.470 -0.088 1.126
C -0.1373 2.9670 -0.8230 -0.040 0.169 0.239
C 0.9911 -2.3323 -1.0000 0.146 -0.787 -0.667
H -1.9883 2.0012 -0.2323 0.095 0.012 -0.220
H -2.4655 0.7089 -2.1629 0.171 0.270 0.387
H -0.6110 2.1990 -3.8832 -0.163 -0.470 -0.199
H -1.4938 0.6679 -4.1399 0.111 0.488 0.160
H 0.2259 -0.6763 -3.1503 0.217 0.365 0.100
H 0.6765 0.1635 -4.6194 -0.246 0.074 0.272
H 2.6186 0.2479 -3.1428 -0.625 -0.006 0.899
H 2.5764 1.7947 -1.2217 0.197 0.355 -0.764
H 0.4744 3.2967 -2.9167 0.357 0.053 0.582
H 1.5607 3.8720 -1.6068 0.083 0.046 -0.482
H 0.2626 2.5602 0.1259 0.280 0.398 -0.485
H -0.4815 3.9872 -0.5866 -0.091 -0.249 -0.021
H 0.6848 -1.3381 -0.6361 -0.138 -0.471 -0.302
H 1.8054 -2.2794 -1.7391 -0.217 -0.121 0.414
H 1.2115 -3.0163 -0.1569 0.152 0.414 -0.373
P 1.4559 -1.2165 -7.1699 2.231 0.930 -3.461
P -2.1440 -0.5797 -6.8737 -1.896 2.191 -2.871
N 2.8284 -0.0876 -7.5042 -0.176 0.266 0.784
N 2.0458 -2.4027 -8.3854 -0.444 -1.141 0.291
N -2.3373 1.1716 -7.2442 0.475 0.202 0.786
N -3.7091 -0.9685 -7.6969 -0.194 -1.125 0.242
C 0.3261 -0.3294 -8.3576 -0.559 0.198 0.404
C -1.1024 -0.9139 -8.3741 0.573 -0.512 -0.295
C 3.6897 0.3520 -6.5012 0.066 0.172 -0.309
C 4.6386 1.1947 -7.0517 -0.432 -0.509 0.169
C 4.3724 1.2726 -8.4502 -0.882 -0.496 -0.148
C 3.2444 0.5025 -8.7044 0.495 0.280 0.777
C 2.3007 -3.7308 -8.0215 0.118 0.104 -0.974
C 2.7074 -4.4452 -9.1402 -0.172 0.390 0.542
C 2.7210 -3.5362 -10.2444 -0.479 0.806 0.681
C 2.2924 -2.3040 -9.7597 0.090 -0.822 0.132
C -2.4006 2.1428 -6.2354 0.241 0.478 -0.879
C -2.2185 3.3938 -6.8024 -0.308 -0.735 0.242
C -2.1149 3.2169 -8.2178 0.042 -1.369 0.255
C -2.1671 1.8474 -8.4601 0.096 0.738 0.409
C -4.4601 -0.3032 -8.6752 -0.166 -0.733 0.004
C -5.4368 -1.1634 -9.1648 0.964 0.194 0.727
C -5.2870 -2.4066 -8.4737 0.584 0.192 0.289
C -4.2271 -2.2661 -7.5972 -0.289 0.689 -0.483
H 0.7241 -0.3197 -9.3918 -0.165 -0.163 0.780
H 0.3016 0.7237 -8.0416 -0.023 -0.171 0.018
H -1.5942 -0.5792 -9.3058 -0.086 -0.273 0.686
H -1.0451 -2.0126 -8.4334 -0.041 0.123 -0.116
H 3.5238 0.0242 -5.4743 0.154 0.172 -0.389
H 5.4316 1.7022 -6.5174 -0.141 -0.157 -0.055
H 4.9324 1.8207 -9.2065 -0.231 -0.132 0.327
H 2.6957 0.3651 -9.6231 0.257 0.055 0.196
H 2.1560 -4.0387 -6.9966 0.066 -0.025 -0.079
H 2.9498 -5.5072 -9.1777 -0.039 0.449 0.115
H 2.9986 -3.7518 -11.2771 -0.152 0.115 0.459
H 2.1226 -1.3872 -10.3031 0.145 -0.275 0.089
H -2.6181 1.8637 -5.2139 0.189 0.088 -0.256
H -2.1542 4.3273 -6.2543 -0.208 -0.198 -0.139
H -2.0327 3.9871 -8.9728 0.067 -0.133 0.112
H -2.1293 1.3152 -9.4048 0.046 0.240 0.334
H -4.2494 0.7163 -8.9550 -0.066 -0.116 0.158
H -6.1602 -0.9342 -9.9370 0.111 0.050 0.202
H -5.8777 -3.3036 -8.6081 0.085 0.153 0.037
H -3.7729 -2.9650 -6.9113 -0.123 -0.042 0.005
C -3.5186 1.7723 3.1187 -0.061 -0.018 -0.039
C -2.2730 1.3739 3.8907 0.339 -0.247 0.290
C -1.4894 0.1298 3.3535 -0.681 0.159 -0.797
C -0.3630 -0.2214 4.3560 -0.115 -0.556 0.013
C 0.4625 0.9724 4.7944 0.213 0.311 0.047
C -2.4350 -1.0747 3.2022 0.498 0.618 0.229
O -3.2117 -1.4385 4.0538 0.006 -0.021 0.063
N -2.3392 -1.7671 2.0129 -0.267 -1.555 -1.358
C -1.5360 -1.5169 0.8727 0.569 2.817 2.633
O -1.5539 -2.3761 -0.0452 -0.451 -0.940 -0.948
N -0.8368 -0.3700 0.9073 -0.410 -2.603 -1.701
C -0.8541 0.4482 1.9692 0.908 2.756 0.794
O -0.2874 1.5642 1.8710 -0.921 -1.752 0.437
H -3.2768 1.9646 2.0649 -0.141 -0.043 0.163
H -3.9125 2.7010 3.5538 -0.008 -0.232 -0.210
H -4.2980 1.0029 3.1933 0.137 0.174 -0.133
H -1.5875 2.2342 3.9149 -0.106 -0.468 -0.125
H -2.5434 1.1612 4.9371 0.046 -0.044 -0.272
H -0.8268 -0.6897 5.2316 -0.035 -0.023 -0.151
H 0.2870 -0.9777 3.9015 -0.049 0.024 0.003
H -0.0203 1.5184 5.6107 0.029 -0.030 -0.162
H 1.4409 0.6499 5.1568 -0.058 -0.004 -0.022
H 0.6049 1.6495 3.9486 0.144 -0.026 0.192
H -2.8961 -2.6178 1.9327 0.055 0.397 0.323
```
Positions in Å, forces in eV/Å.

The frontier orbital gap (alpha / beta) is 6.021 / 5.967 eV. As for the LUMO energy (alpha / beta): -2.30 / -2.35 eV. The value obtained for the total energy is -105084.52445 eV. As for the spin multiplicity: 5.